ORCA calculation (the ωB97M-V functional and the def2-TZVPD basis) on a single C5H10N2O molecule at a distorted geometry.

Geometry as ORCA input:
```
! RIJCOSX wB97M-V def2-TZVPD def2/J DEFGRID3
* xyz 0 1
C 0.325 -1.723 -1.923
C 0.784 -0.880 -0.995
C 0.840 -1.316 0.489
O 0.473 -2.435 0.855
N 0.796 0.493 -1.017
N -0.227 0.906 0.146
C 0.130 1.802 1.234
C -1.577 0.370 0.194
H 0.046 -1.367 -2.910
H 0.243 -2.782 -1.707
H 1.635 -0.794 1.056
H 1.695 0.848 -0.679
H 0.166 1.262 2.187
H 1.100 2.277 1.062
H -0.605 2.607 1.331
H -1.699 -0.271 1.075
H -2.298 1.183 0.318
H -1.829 -0.180 -0.715
*
```

Values from the calculation:
Relative energy (zero: lowest compared OMol25 entry of this formula, charge and spin)   427.18 kJ/mol
Kohn-Sham gap (alpha / beta)   8.537 / 8.537 eV
HOMO (alpha / beta)   -8.09 / -8.09 eV
Electronic energy   -381.1227 Eh
Structure (SMILES)   C=C(C=O)NN(C)C